Record 1
# C27H29Cl2N2O3V

A structure of composition C27H29Cl2N2O3V in a non-equilibrium geometry (ωB97M-V/def2-TZVPD, the OMol25 dataset).

Computed properties:
Largest force on an atom in eV Å⁻¹: 3.1
E_HOMO (alpha / beta) in eV: -10.28 / -10.16
HOMO-LUMO gap (alpha / beta) in eV: 6.3612 / 5.9049
Expectation value of S²: 0.81
LUMO energy (alpha / beta) in eV: -3.923 / -4.259

```
! wB97M-V def2-TZVPD RIJCOSX def2/J DEFGRID3
* xyz 1 2
V -0.560 0.169 -0.358
C -1.814 -3.227 -1.483
C -1.046 -2.692 -2.670
C -1.370 -3.107 -3.958
C -0.648 -2.651 -5.051
C 0.401 -1.765 -4.866
C 0.756 -1.328 -3.592
C 1.934 -0.412 -3.388
C 0.018 -1.797 -2.507
N 0.368 -1.346 -1.175
C 1.187 -2.085 -0.396
C 1.849 -3.359 -0.817
C 1.368 -1.524 0.882
C 2.319 -2.099 1.881
N 0.606 -0.413 1.090
C 0.728 0.353 2.319
C 0.057 -0.074 3.465
C -0.833 -1.290 3.434
C 0.227 0.656 4.637
C 1.022 1.791 4.659
C 1.651 2.219 3.499
C 1.515 1.505 2.312
C 2.244 1.942 1.066
H -2.773 -3.638 -1.798
H -1.997 -2.464 -0.731
H -1.262 -4.030 -0.986
H -2.184 -3.810 -4.100
H -0.896 -2.997 -6.048
H 0.968 -1.414 -5.721
H 2.245 0.023 -4.336
H 2.786 -0.960 -2.976
H 1.699 0.394 -2.694
H 1.546 -3.656 -1.819
H 1.603 -4.168 -0.125
H 2.938 -3.248 -0.803
H 3.295 -2.275 1.421
H 1.959 -3.066 2.246
H 2.448 -1.440 2.737
H -1.432 -1.314 2.525
H -1.510 -1.290 4.288
H -0.250 -2.215 3.472
H -0.279 0.331 5.540
H 1.151 2.348 5.580
H 2.262 3.116 3.516
H 2.701 2.919 1.214
H 1.583 2.013 0.201
H 3.034 1.236 0.801
Cl -2.104 6.932 0.916
C -1.965 5.212 0.810
C -2.412 4.424 1.886
C -2.322 3.058 1.841
Cl -2.913 2.096 3.143
C -1.748 2.414 0.734
O -1.639 1.105 0.684
C -1.288 3.220 -0.346
C -0.675 2.671 -1.512
O -0.355 1.465 -1.707
C -1.431 4.628 -0.292
H -2.842 4.903 2.757
H -0.430 3.366 -2.315
H -1.092 5.238 -1.123
O -2.631 0.050 -1.708
H -2.400 -0.096 -2.637
H -3.365 -0.547 -1.517
*
```

***

Record 2
# C27H29Cl5MnN5O4

A structure of composition C27H29Cl5MnN5O4 in a non-equilibrium geometry (ωB97M-V/def2-TZVPD, the OMol25 dataset).

Computed properties:
Largest force on an atom in eV Å⁻¹: 5.1
E_HOMO (alpha / beta) in eV: -10.56 / -10.56
HOMO-LUMO gap (alpha / beta) in eV: 2.9309 / 2.8488
Expectation value of S²: 8.75
LUMO energy (alpha / beta) in eV: -7.626 / -7.708

```
! wB97M-V def2-TZVPD RIJCOSX def2/J DEFGRID3
* xyz 1 6
Mn 1.945 3.354 -3.517
Cl 1.651 1.163 -0.499
O 2.929 0.878 -0.027
O 1.775 2.271 -1.437
O 1.150 0.098 -1.268
O 0.701 1.461 0.564
N -2.644 1.236 5.627
C -3.643 0.335 5.343
C -3.927 -0.185 4.093
C -3.080 0.203 3.015
C -2.008 1.079 3.266
C -1.811 1.535 4.554
H -4.193 0.036 6.223
H -4.689 -0.905 3.831
H -3.316 -0.057 1.994
H -1.315 1.369 2.490
H -1.065 2.312 4.623
N 3.226 1.827 -4.344
C 2.775 0.527 -4.527
C 3.298 -0.454 -5.330
C 4.400 -0.109 -6.140
C 4.955 1.124 -5.983
C 4.444 2.020 -5.034
H 2.001 0.343 -3.796
H 2.908 -1.456 -5.431
H 4.791 -0.824 -6.848
H 5.827 1.401 -6.557
H 4.865 3.010 -4.943
N -3.762 -0.718 -1.108
C -2.382 -0.760 -1.122
C -1.699 -1.547 -0.226
C -2.370 -2.336 0.701
C -3.760 -2.360 0.682
C -4.406 -1.558 -0.247
H -1.818 -0.029 -1.683
H -0.623 -1.475 -0.295
H -1.798 -2.894 1.427
H -4.297 -3.024 1.343
H -5.481 -1.532 -0.339
N -0.179 -2.070 3.849
C 0.082 -3.329 4.222
C 0.957 -4.122 3.480
C 1.559 -3.627 2.325
C 1.340 -2.326 1.947
C 0.448 -1.595 2.750
H -0.146 -3.647 5.229
H 1.187 -5.124 3.812
H 2.214 -4.243 1.726
H 1.790 -1.906 1.060
H 0.261 -0.558 2.514
N -3.778 2.651 -0.596
C -4.568 3.091 0.429
C -4.123 3.706 1.574
C -2.752 4.006 1.662
C -1.902 3.570 0.657
C -2.477 2.927 -0.442
H -5.636 2.967 0.328
H -4.810 4.018 2.346
H -2.297 4.407 2.556
H -0.841 3.724 0.784
H -1.773 2.705 -1.230
C 6.561 0.824 -0.844
Cl 7.703 0.410 0.407
Cl 7.098 0.419 -2.414
H 5.589 0.364 -0.668
H 6.344 1.884 -0.711
C 0.597 -2.795 -3.204
Cl 0.603 -3.561 -1.588
Cl -0.603 -3.547 -4.288
H 0.407 -1.725 -3.111
H 1.594 -2.857 -3.640
*
```

***

Record 3
# C27H29CoF3N11OP

A structure of composition C27H29CoF3N11OP (ωB97M-V/def2-TZVPD, the OMol25 dataset).

Computed properties:
Largest force on an atom in eV Å⁻¹: 0.1
E_HOMO (alpha / beta) in eV: -12.66 / -12.66
HOMO-LUMO gap (alpha / beta) in eV: 6.3174 / 6.9257
Expectation value of S²: 0.79
LUMO energy (alpha / beta) in eV: -6.345 / -5.737

```
! wB97M-V def2-TZVPD RIJCOSX def2/J DEFGRID3
* xyz 2 2
Co 1.065 -0.332 -1.061
C -2.992 2.837 -3.058
N -1.697 2.161 -2.859
C -1.404 1.118 -2.102
N -0.099 0.849 -2.213
C 0.344 1.801 -3.092
N -0.595 2.608 -3.497
C -3.941 2.587 -1.915
C -5.235 2.153 -2.164
C -6.120 1.950 -1.111
C -5.709 2.144 0.195
C -4.404 2.561 0.451
C -3.534 2.807 -0.603
C -3.947 2.705 1.831
N -4.636 2.689 2.915
N -3.732 2.811 3.959
C -2.567 2.895 3.424
O -2.614 2.836 2.066
C -1.264 2.993 4.077
C -1.184 3.098 5.465
C 0.057 3.153 6.073
C 1.219 3.092 5.313
C 1.140 2.994 3.932
C 2.388 2.932 3.087
N 2.380 1.745 2.223
C 1.939 1.633 0.981
N 1.960 0.350 0.614
C 2.430 -0.279 1.730
N 2.691 0.530 2.718
C -0.104 2.953 3.318
H -3.411 2.493 -4.002
H -2.749 3.894 -3.162
H -2.118 0.598 -1.488
H 1.365 1.890 -3.426
H -5.562 1.981 -3.182
H -7.131 1.627 -1.315
H -6.381 1.969 1.025
H -2.533 3.165 -0.391
H -2.094 3.132 6.047
H 0.124 3.235 7.149
H 2.185 3.119 5.801
H 3.285 2.874 3.699
H 2.471 3.797 2.429
H 1.618 2.468 0.379
H 2.565 -1.344 1.806
H -0.186 2.879 2.240
C 2.229 -5.546 -1.042
N 1.486 -5.018 -2.286
C 2.507 -4.894 -3.432
N 3.598 -4.074 -3.043
C 4.253 -4.616 -1.853
N 3.328 -4.708 -0.724
C 2.928 -3.396 -0.215
P 2.042 -2.405 -1.504
C 0.815 -3.706 -2.000
C 3.239 -2.663 -2.895
H 2.566 -6.550 -1.299
H 1.502 -5.590 -0.232
H 0.774 -5.700 -2.553
H 1.976 -4.487 -4.291
H 2.841 -5.909 -3.647
H 5.094 -3.982 -1.582
H 4.631 -5.613 -2.082
H 3.817 -2.851 0.107
H 2.280 -3.518 0.655
H 0.275 -3.390 -2.893
H 0.091 -3.858 -1.201
H 4.143 -2.083 -2.705
H 2.809 -2.292 -3.828
F -1.225 -1.758 -0.962
C -0.335 -1.150 -0.129
F 0.083 -2.127 0.730
F -1.031 -0.267 0.604
*
```